[1]
The following is a quantum chemistry calculation of C32H48AlB3Br3CsF5MgNO14P as an isolated structure in a non-equilibrium geometry, from the OMol25 dataset.

Geometry as ORCA input:
```
! RIJCOSX wB97M-V def2-TZVPD def2/J DEFGRID3
* xyz 1 1
C 3.4090 -0.6772 2.2233
C 2.5981 -2.0714 2.2074
O 2.4834 -2.7649 3.2420
O 1.9869 -2.5236 0.9911
C 2.9834 -3.1732 0.1345
C 3.2029 -2.4718 -1.3127
C 1.8448 -1.9832 -2.0486
B 1.8246 -0.3500 -2.2793
O 0.5267 0.3811 -2.4084
B 0.5019 1.1917 -1.1529
C -0.6473 0.8016 -0.0370
N -1.1233 1.9376 0.8256
O 1.5160 2.1963 -1.0272
B 2.8100 1.5401 -1.2939
P 4.4321 2.0074 -0.3326
O 5.2692 0.7305 -0.1417
O 5.3686 3.0895 -1.2397
O 3.9166 2.6254 1.1693
O 2.9930 0.5043 -2.3240
H 3.2718 -0.2612 3.2870
H 2.9593 0.0556 1.4731
H 4.5363 -0.8433 2.0695
H 4.0080 -3.1031 0.6967
H 2.7437 -4.3032 0.0340
H 3.9819 -1.6282 -1.2012
H 3.7225 -3.2620 -1.9786
H 0.9252 -2.2320 -1.3532
H 1.6291 -2.5462 -3.0331
H -0.1801 -0.0479 0.6495
H -1.5174 0.2553 -0.6378
H -2.0361 1.6128 1.2144
H -0.5097 1.9406 1.6675
H 6.3043 2.9557 -0.9412
H 3.3722 3.4278 0.9471
C 5.5478 5.6270 -3.2355
O 5.9665 6.9881 -3.1634
C 6.9911 7.2017 -2.3225
O 7.5505 6.3617 -1.6590
O 7.2843 8.5109 -2.3480
C 8.3640 8.8860 -1.4937
H 4.7180 5.5688 -3.9409
H 6.3582 4.9934 -3.6033
H 5.1980 5.2802 -2.2625
H 9.2852 8.3811 -1.7923
H 8.1242 8.6674 -0.4509
H 8.5111 9.9615 -1.5958
C -7.1533 -1.5686 0.4736
O -6.1918 -2.4564 1.0545
C -4.9273 -2.0047 1.0140
O -4.5638 -0.9559 0.5465
O -4.1350 -2.9289 1.5874
C -2.7593 -2.5640 1.6149
H -8.1346 -2.0356 0.5632
H -7.1728 -0.6174 1.0098
H -6.9413 -1.4110 -0.5854
H -2.6126 -1.6534 2.2012
H -2.3771 -2.4359 0.5999
H -2.2060 -3.3735 2.0926
Cs -0.8675 -1.1262 -1.1693
C -6.5862 -2.6276 6.5467
C -7.7688 -3.3768 6.6837
C -8.3738 -3.9336 5.5730
C -7.7982 -3.7583 4.2993
C -6.6054 -3.0056 4.1673
C -6.0114 -2.4426 5.2950
H -6.1197 -2.1910 7.4232
H -8.2086 -3.5176 7.6649
H -9.2889 -4.5045 5.6811
H -8.2678 -4.1950 3.4237
H -6.1565 -2.8659 3.1889
H -5.1021 -1.8614 5.1958
F 0.8214 -6.2644 1.1778
C 0.1890 -6.3792 2.3575
C 0.6598 -5.6739 3.4544
C 0.0017 -5.7887 4.6745
C -1.1134 -6.6157 4.7872
C -1.5746 -7.3229 3.6808
C -0.9238 -7.2001 2.4574
H 1.5337 -5.0413 3.3505
H 0.3576 -5.2353 5.5367
H -1.6233 -6.7082 5.7410
H -2.4407 -7.9700 3.7709
H -1.2746 -7.7366 1.5835
F -4.9408 4.4645 4.2121
Al -3.7588 4.3220 2.9003
F -3.5232 2.5982 2.5023
F -2.2136 5.0226 3.4118
F -4.3529 5.1795 1.4690
C -2.4123 3.9463 -4.3075
C -2.3354 2.6881 -4.8967
C -3.0606 2.4139 -6.0521
C -3.8556 3.4021 -6.6242
C -3.9295 4.6615 -6.0371
C -3.2116 4.9326 -4.8766
H -1.8494 4.1588 -3.4045
H -1.7100 1.9196 -4.4540
H -3.0056 1.4307 -6.5074
H -4.4173 3.1904 -7.5277
H -4.5483 5.4323 -6.4843
H -3.2739 5.9125 -4.4164
Mg 4.6505 -4.7526 -0.2440
Br -6.2051 -5.4511 4.4915
Br 4.3931 2.5185 -5.4016
C 5.9625 1.4070 -5.7258
C 5.8409 0.0646 -5.0459
Br 6.1782 0.1950 -3.1299
H 6.8295 1.9800 -5.3976
H 6.0022 1.2844 -6.8092
H 6.6009 -0.6235 -5.4196
H 4.8569 -0.3892 -5.1632
*
```

Computed properties:
HOMO-LUMO gap   1.15 eV
Largest force on an atom   17.02 eV Å⁻¹
Energy   -311735.9145 eV
E_HOMO   -8.3 eV

These are the Mulliken partial charges, in e, on atoms 1 to 6: -0.31, 0.35, -0.52, -0.29, -0.86, -0.23

[2]
The following is a quantum chemistry calculation of a 5-piece molecular cluster, CH14N3O4 overall in a non-equilibrium geometry, from the OMol25 dataset.

Geometry as ORCA input:
```
! RIJCOSX wB97M-V def2-TZVPD def2/J DEFGRID3
* xyz 1 1
N -0.3690 -0.3496 1.1436
C 0.8256 0.1120 0.7856
N 1.6557 -0.6313 0.0570
N 1.1641 1.4234 0.9305
H -0.8776 0.2527 1.8320
H -0.6745 -1.3037 1.0519
H 2.2644 -0.1822 -0.6135
H 1.2859 -1.5021 -0.2837
H 2.1429 1.6585 1.0353
H 0.5666 1.8631 1.6189
H -2.9267 1.0490 2.8282
H -1.6197 1.0085 3.7858
O -1.9693 1.0220 2.8783
H 1.0670 1.4494 -2.1294
H 2.3490 1.1462 -2.9784
O 2.0736 1.3923 -2.0857
H -0.0043 -0.6875 -2.6402
H -0.9034 -0.2333 -1.4391
O -0.0372 -0.1366 -1.8382
H -1.5592 -3.1352 -1.5276
H -2.6775 -1.9534 -1.2058
O -1.7765 -2.2622 -1.2055
*
```

Computed properties:
ΔE to the lowest compared entry with this formula, charge and spin   102.2 kJ/mol
HOMO-LUMO gap   11.24 eV
Largest force on an atom   2.27 eV Å⁻¹
Energy   -13919.5770 eV
E_HOMO   -14.1 eV

These are the natural (NBO) partial charges, in e, on atoms 1 to 6: -0.80, 0.69, -0.75, -0.76, 0.44, 0.43

[3]
The following is a quantum chemistry calculation of C3H12N3OPS3 as an isolated structure in a non-equilibrium geometry, from the OMol25 dataset.

Geometry as ORCA input:
```
! RIJCOSX wB97M-V def2-TZVPD def2/J DEFGRID3
* xyz 0 1
C -0.4170 -2.6735 -0.5150
C -0.7225 1.8888 1.7967
C 1.3596 0.0945 -1.9347
N -0.9745 -1.2956 -0.3824
N -0.9418 1.3706 0.4675
N 1.3968 -0.0896 -0.4547
O 0.3757 -0.7341 1.7856
P 0.0648 -0.2644 0.4883
S -2.5171 -1.1817 0.1671
S -0.8561 2.4772 -0.7858
S 2.8054 0.1519 0.4316
H 0.6114 -2.5067 -0.2785
H -0.6997 -3.5115 0.1979
H -0.4565 -3.0698 -1.5437
H -1.0712 2.8648 1.7604
H -1.0878 1.1385 2.5290
H 0.3865 2.0980 2.0665
H 2.1155 0.8739 -2.2594
H 1.7628 -0.9216 -2.3299
H 0.4179 0.2777 -2.1954
H -2.1415 -1.1550 1.4077
H -2.1036 2.6305 -1.0165
H 2.6929 1.5370 0.5977
*
```

Computed properties:
HOMO-LUMO gap   9.14 eV
Largest force on an atom   6.45 eV Å⁻¹
Energy   -51616.3110 eV
E_HOMO   -8.6 eV

These are the natural (NBO) partial charges, in e, on atoms 1 to 6: -0.42, -0.43, -0.39, -0.96, -0.89, -0.99

[4]
The following is a quantum chemistry calculation of C28H49N2OP3RuSe as an isolated structure in a non-equilibrium geometry, from the OMol25 dataset.

Geometry as ORCA input:
```
! RIJCOSX wB97M-V def2-TZVPD def2/J DEFGRID3
* xyz 4 5
Ru -0.4667 -0.9541 -2.0414
P -1.7455 -0.7851 -0.1646
P 0.6433 -2.7145 -1.3843
P -2.1568 -1.3198 -3.3696
H -0.8026 2.9839 1.7870
C -0.3297 3.1544 0.8050
C -1.1187 4.0931 -0.0139
H -2.0900 4.4227 0.3426
C -0.8960 -0.3160 1.3751
C -2.6259 -2.3035 0.3747
C -3.0365 0.4997 -0.2874
C 2.3276 -2.8744 -2.1110
C 1.1000 -2.8283 0.3870
C -0.1765 -4.2916 -1.7825
C -2.7950 0.3340 -3.8446
C -3.6845 -2.1939 -2.8591
C -1.7953 -2.1126 -4.9747
H 0.7303 3.4363 0.9305
H -0.6976 4.4494 -0.9496
H -1.4430 0.4933 1.8752
H 0.1270 0.0265 1.1787
H -0.8313 -1.1705 2.0571
H -2.0515 -2.8287 1.1470
H -2.7988 -2.9912 -0.4589
H -3.5977 -2.0162 0.7985
H -2.5803 1.4663 -0.5401
H -3.5367 0.5937 0.6858
H -3.7884 0.2474 -1.0426
H 2.9285 -3.5925 -1.5359
H 2.8110 -1.8894 -2.0664
H 2.2743 -3.2042 -3.1559
H 1.8780 -3.5958 0.5013
H 0.2379 -3.1087 1.0040
H 1.5074 -1.8669 0.7361
H 0.5941 -5.0085 -2.0926
H -0.8875 -4.1488 -2.6068
H -0.7036 -4.6751 -0.8998
H -3.4862 0.2398 -4.6912
H -1.9595 0.9852 -4.1333
H -3.3279 0.7871 -3.0014
H -4.3664 -2.2511 -3.7190
H -4.1971 -1.6676 -2.0444
H -3.4486 -3.2161 -2.5379
H -2.7211 -2.1748 -5.5631
H -1.3978 -3.1236 -4.8187
H -1.0518 -1.5171 -5.5236
C 0.6720 1.2991 -4.4136
C 0.3318 2.3577 -3.5599
C 0.2616 3.6579 -4.0724
C 0.5616 3.9007 -5.4184
C 0.9322 2.8443 -6.2637
C 0.9816 1.5472 -5.7696
Se 0.8647 -0.5184 -3.8369
H -0.3089 2.1346 0.2408
H 0.1372 2.1432 -2.5066
H -0.0152 4.4772 -3.4073
H 0.5186 4.9148 -5.8131
H 1.1877 3.0261 -7.3077
H 1.2697 0.7055 -6.3991
C 2.3051 1.5395 6.1533
N 2.4656 1.6990 4.7238
N 2.1265 0.7221 3.8619
C 2.5472 1.0607 2.5665
O 2.2784 0.3924 1.5525
C 3.2616 2.2973 2.7563
C 3.1894 2.6414 4.0794
C 3.7541 3.8076 4.7968
C 1.2974 -0.3722 4.2110
C 0.0901 -0.1639 4.8833
C -0.7249 -1.2578 5.1696
C -0.3453 -2.5428 4.7596
C 0.8605 -2.7399 4.0720
C 1.6884 -1.6534 3.8017
H 2.7875 0.6247 6.5251
H 1.2481 1.5224 6.4356
H 2.7736 2.4017 6.6335
H 3.7415 2.8415 1.9652
H 2.9967 4.3412 5.3875
H 4.5794 3.5277 5.4685
H 4.1555 4.5072 4.0536
H -0.2019 0.8487 5.1660
H -1.6568 -1.1004 5.7156
H -0.9870 -3.3987 4.9815
H 1.1650 -3.7378 3.7514
H 2.6426 -1.7703 3.2851
*
```

Computed properties:
ΔE to the lowest compared entry with this formula, charge and spin   132.0 kJ/mol
HOMO-LUMO gap (alpha / beta)   4.46 / 4.30 eV
Largest force on an atom   3.70 eV Å⁻¹
Expectation value of S²   6.07
Energy   -130611.9901 eV
E_HOMO (alpha / beta)   -17.1 / -18.8 eV

These are the Mulliken partial charges, in e, on atoms 1 to 6: 0.05, 0.65, 1.36, 0.72, 0.33, -0.10

[5]
The following is a quantum chemistry calculation of a 7-piece molecular cluster, C6H26O7 overall in a non-equilibrium geometry, from the OMol25 dataset.

Geometry as ORCA input:
```
! RIJCOSX wB97M-V def2-TZVPD def2/J DEFGRID3
* xyz 0 1
C 1.1600 -2.2221 -0.0416
C -0.0701 -1.9214 -0.9576
C -1.2638 -2.6776 -0.4033
C -0.2797 -0.3949 -0.8929
C -1.5475 0.0728 -1.6111
C -1.5576 1.5732 -1.8361
O -2.0813 2.1908 -0.6288
H 2.0738 -2.3968 -0.6017
H 0.9251 -3.1524 0.4823
H 1.2307 -1.5322 0.7887
H 0.2248 -2.2431 -1.9485
H -2.2143 -2.5026 -0.9241
H -1.4093 -2.5784 0.6706
H -1.1790 -3.7388 -0.6730
H 0.6099 0.1136 -1.2744
H -0.2538 -0.1045 0.1658
H -1.6260 -0.5268 -2.5241
H -2.3785 -0.2842 -1.0057
H -0.5651 1.9815 -1.9805
H -2.2418 1.8269 -2.6459
H -2.8847 2.6854 -0.8321
O 1.7634 -0.6285 -3.4128
H 1.7564 -1.5842 -3.3297
H 2.2514 -0.2097 -2.7014
O -0.1045 0.5716 3.4042
H -0.4773 1.3870 3.0436
H -0.7201 -0.1507 3.2661
O -2.0471 2.5144 2.2603
H -2.6125 2.2713 1.5118
H -1.3037 2.8767 1.7574
O 3.7456 0.7882 0.7856
H 3.6221 -0.1659 0.8822
H 2.8409 1.1101 0.8589
O 0.5041 3.8515 0.5767
H 1.0300 3.2949 -0.0021
H -0.3786 3.4757 0.6425
O 2.1867 -1.2576 2.8630
H 1.5882 -0.4931 2.8056
H 1.6831 -1.8203 3.4620
*
```

Computed properties:
ΔE to the lowest compared entry with this formula, charge and spin   164.3 kJ/mol
HOMO-LUMO gap   11.10 eV
Largest force on an atom   2.23 eV Å⁻¹
Energy   -20975.6147 eV
E_HOMO   -10.9 eV

These are the natural (NBO) partial charges, in e, on atoms 1 to 6: -0.62, -0.22, -0.62, -0.38, -0.44, -0.05

[6]
The following is a quantum chemistry calculation of one molecule with the formula C8H9NO4 in a non-equilibrium geometry, from the OMol25 dataset.

Geometry as ORCA input:
```
! RIJCOSX wB97M-V def2-TZVPD def2/J DEFGRID3
* xyz 0 1
C 2.5406 -0.2324 -0.5046
N 1.5123 0.5293 0.1788
C 0.5841 -0.1426 0.9670
C 0.2833 0.2338 2.2155
O 0.9548 1.2923 2.8066
O -0.0318 -1.2600 0.4279
C -0.7753 -1.1454 -0.7661
O -0.0859 -0.4708 -1.7839
C -0.6994 0.7345 -2.0008
C -1.8683 0.8607 -1.3740
C -2.0897 -0.3678 -0.6189
C -3.1814 -0.7847 -0.0587
O -4.1554 -1.1386 0.4713
H 2.1170 -1.1716 -0.8516
H 2.8843 0.3355 -1.3691
H 3.3980 -0.4550 0.1423
H 1.8821 1.3204 0.6931
H -0.5218 -0.2265 2.7658
H 0.9167 1.1862 3.7655
H -0.9350 -2.1925 -1.0575
H -0.1822 1.4078 -2.6542
H -2.5470 1.6873 -1.3945
*
```

Computed properties:
ΔE to the lowest compared entry with this formula, charge and spin   138.8 kJ/mol
HOMO-LUMO gap   8.30 eV
Largest force on an atom   1.34 eV Å⁻¹
Energy   -18118.8985 eV
E_HOMO   -7.6 eV

These are the natural (NBO) partial charges, in e, on atoms 1 to 6: -0.41, -0.64, 0.38, -0.02, -0.71, -0.52

[7]
The following is a quantum chemistry calculation of one molecule with the formula C4H10N2O in a non-equilibrium geometry, from the OMol25 dataset.

Geometry as ORCA input:
```
! RIJCOSX wB97M-V def2-TZVPD def2/J DEFGRID3
* xyz 0 1
C 0.9893 -1.1700 -0.8676
C 0.2953 -0.4558 0.2856
C 1.0507 0.8136 0.6936
N 1.2075 1.6990 -0.4474
N -1.0783 -0.0331 -0.1556
C -2.0011 -0.6125 0.4458
O -3.3109 -0.2607 0.1534
H 1.9799 -1.4906 -0.5516
H 0.4158 -2.0421 -1.1757
H 1.0952 -0.4878 -1.7050
H 0.2474 -1.1228 1.1641
H 0.5134 1.2755 1.5404
H 2.0482 0.5289 1.0459
H 0.2993 1.8377 -0.8790
H 1.5549 2.6022 -0.1483
H -1.9802 -1.3260 1.2753
H -3.3266 0.2446 -0.6740
*
```

Computed properties:
ΔE to the lowest compared entry with this formula, charge and spin   135.7 kJ/mol
HOMO-LUMO gap   10.21 eV
Largest force on an atom   2.56 eV Å⁻¹
Energy   -9337.5810 eV
E_HOMO   -9.2 eV

These are the natural (NBO) partial charges, in e, on atoms 1 to 6: -0.62, -0.07, -0.22, -0.85, -0.50, 0.40

[8]
The following is a quantum chemistry calculation of one molecule with the formula C6H14O3 in a non-equilibrium geometry, from the OMol25 dataset.

Geometry as ORCA input:
```
! RIJCOSX wB97M-V def2-TZVPD def2/J DEFGRID3
* xyz 0 1
C 2.2089 1.0670 0.1776
O 1.2921 0.1034 0.6234
C 0.2880 -0.5323 -0.4364
C 0.4007 -2.0344 -0.2853
O 0.5643 -0.0578 -1.6996
C -0.9537 0.1258 0.1236
C -1.0356 1.6312 -0.0666
C -1.3671 -0.3280 1.5059
O -1.9492 -0.5556 -0.8775
H 2.8641 1.2945 1.0215
H 2.8374 0.7113 -0.6512
H 1.7262 1.9882 -0.1656
H -0.5689 -2.5217 -0.2883
H 0.9886 -2.4746 -1.0903
H 0.8775 -2.2907 0.6561
H 1.2667 -0.5900 -2.0919
H -0.4324 2.1296 0.6885
H -0.6866 1.9233 -1.0543
H -2.0725 1.9385 0.0556
H -0.5217 -0.5886 2.1339
H -2.0059 -1.2049 1.4475
H -1.9259 0.4452 2.0266
H -1.7951 -0.1796 -1.7532
*
```

Computed properties:
ΔE to the lowest compared entry with this formula, charge and spin   151.9 kJ/mol
HOMO-LUMO gap   10.06 eV
Largest force on an atom   3.90 eV Å⁻¹
Energy   -12590.5233 eV
E_HOMO   -9.4 eV

These are the natural (NBO) partial charges, in e, on atoms 1 to 6: -0.24, -0.62, 0.54, -0.67, -0.71, 0.25

Which of these has the lowest energy?
C32H48AlB3Br3CsF5MgNO14P

Which formula does entry 8 have?
C6H14O3

energy of number 3 (C3H12N3OPS3)?
-51616.3110 eV

Among the records above, which one has the lowest energy?
C32H48AlB3Br3CsF5MgNO14P